Record 1
# C7H12NOP

A cluster of 2 separate species, C7H12NOP in total (wB97M-V/def2-TZVPD, the Open Molecules 2025 dataset).

Positions of all 22 atoms, in Å:
1 C 0.14062 -0.68216 0.58645
2 C 0.46315 0.53039 -3.13362
3 C -0.84551 1.31683 0.48122
4 C -0.96206 0.52008 -0.83262
5 C -2.15515 1.77995 1.08771
6 C 2.37059 -1.72225 0.75032
7 C 0.92086 -1.77418 1.22768
8 N -0.23407 -0.66690 -0.62649
9 O -0.17131 0.39338 1.34102
10 P -0.73239 1.43403 -2.41419
11 H 0.84499 0.81724 -4.09890
12 H 0.87051 -0.35801 -2.67497
13 H -0.17715 2.18197 0.34370
14 H -2.42289 0.05563 -0.89072
15 H -2.85083 0.94678 1.15067
16 H -2.58475 2.55889 0.46414
17 H -1.98613 2.17069 2.08936
18 H 2.40208 -1.83166 -0.33061
19 H 2.94488 -2.51892 1.20588
20 H 2.82617 -0.76938 1.01840
21 H 0.86635 -1.65345 2.31037
22 H 0.47203 -2.72895 0.94521

ΔE to the lowest compared entry with this formula, charge and spin in kJ/mol: 47.3
HOMO energy in eV: -8.844
Orbital gap in Eh: 0.3433

Record 2
# C7H12NPS

The molecule C7H12NPS (wB97M-V/def2-TZVPD, the Open Molecules 2025 dataset).

Positions of all 22 atoms, in Å:
1 C 0.75578 0.83599 -0.65447
2 C 0.54288 -1.06934 0.87823
3 C 1.09411 -0.43354 -0.31157
4 C -0.06456 1.74912 0.22400
5 C 1.88423 -1.30518 -1.35016
6 C 0.79446 2.46122 1.24804
7 C -2.93745 -1.76907 -0.30979
8 N -0.44477 -0.57976 1.64529
9 P -1.36469 0.74827 1.14246
10 S -2.17033 -0.26859 -1.10263
11 H 1.33127 1.26526 -1.47161
12 H 1.11740 -1.82256 1.33292
13 H -0.55765 2.43382 -0.42712
14 H 1.32935 -1.16795 -2.35365
15 H 1.98399 -2.41629 -1.09843
16 H 2.82453 -0.80735 -1.34189
17 H 0.82847 1.99009 2.22175
18 H 0.44770 3.50507 1.45587
19 H 1.75075 2.46491 0.80114
20 H -2.95719 -2.59325 -1.00260
21 H -3.93204 -1.32966 -0.00156
22 H -2.25626 -1.89121 0.47576

ΔE to the lowest compared entry with this formula, charge and spin in kJ/mol: 39.6
HOMO energy in eV: -8.036
Orbital gap in Eh: 0.2628

Record 3
# C7H12NS

The ion C7H12NS with charge +1 (wB97M-V/def2-TZVPD, the Open Molecules 2025 dataset).

Positions of all 21 atoms, in Å:
1 C -0.35950 1.99173 -0.21833
2 C -1.40497 1.28871 0.21550
3 C 1.44528 0.30717 0.03303
4 C 1.09577 1.68772 0.04538
5 C -1.26912 0.04445 0.87494
6 C -0.32917 -0.91815 0.14467
7 C -0.48269 -0.99324 -1.32565
8 N 0.08246 -2.03605 0.78109
9 S 2.98207 -0.18819 0.18545
10 H -0.44969 2.88909 -0.83457
11 H -2.33760 1.64905 0.11064
12 H 1.90589 2.23367 -0.65619
13 H 1.21737 2.03879 1.13479
14 H -1.04852 0.13552 1.97548
15 H -2.29868 -0.38949 0.72873
16 H -1.35819 -1.47506 -1.61611
17 H 0.10961 -1.53651 -2.12085
18 H -0.53830 -0.02400 -1.64372
19 H 2.76561 -1.62163 0.13968
20 H 0.14785 -2.94109 0.25158
21 H 0.12454 -2.14252 1.79447

ΔE to the lowest compared entry with this formula, charge and spin in kJ/mol: 265.7
HOMO energy in eV: -12.948
Net charge: +1
Orbital gap in Eh: 0.3091

Record 4
# C7H12NS

A cluster of 2 separate species, C7H12NS in total (wB97M-V/def2-TZVPD, the Open Molecules 2025 dataset).

Positions of all 21 atoms, in Å:
1 C 1.43934 0.41976 -4.37575
2 C 0.38260 0.43037 -3.38277
3 C 2.27006 -0.64361 -4.07732
4 C -1.44175 0.08876 1.92519
5 C 0.22297 1.95595 1.81993
6 C 0.85580 -0.29074 0.76394
7 C -0.00165 0.51878 1.52231
8 N 0.39333 -0.45427 -2.46122
9 S 1.70122 -1.51598 -2.69966
10 H 1.50782 0.90809 -5.36334
11 H -0.42830 1.08163 -3.49100
12 H 3.09619 -1.03058 -4.81951
13 H -1.64368 -0.95561 1.95517
14 H -1.72753 0.59306 2.86753
15 H -2.03322 0.49484 1.07110
16 H 1.25690 2.10417 2.04031
17 H 0.03966 2.43196 0.82961
18 H -0.43705 2.38849 2.59725
19 H 1.83415 -0.00916 0.97571
20 H 0.78267 -1.31446 0.77446
21 H 0.94835 -0.06459 -0.30995

ΔE to the lowest compared entry with this formula, charge and spin in kJ/mol: 138.5
HOMO energy in eV: -12.566
Net charge: +1
Orbital gap in Eh: 0.2476

Record 5
# C7H12O

The molecule C7H12O (wB97M-V/def2-TZVPD, the Open Molecules 2025 dataset).

Positions of all 20 atoms, in Å:
1 C -0.57118 -2.35857 -0.38696
2 O -1.40823 -3.50850 0.04919
3 C -0.09938 -1.73759 0.87459
4 C -0.70850 -0.28284 1.10608
5 C -0.12890 0.59130 0.06782
6 C 0.63008 1.62400 0.39067
7 C 0.69410 2.78256 -0.49194
8 C 1.59506 2.97467 -1.45393
9 H -1.14311 -1.68790 -0.98628
10 H 0.16582 -2.64695 -1.05788
11 H -2.09123 -3.50229 -0.56253
12 H 1.03062 -1.59711 0.80670
13 H -0.26288 -2.16366 1.73771
14 H -0.20084 0.01607 2.13459
15 H -1.83926 -0.21904 1.28356
16 H -0.34220 0.40088 -1.00506
17 H 0.96931 1.74647 1.40571
18 H -0.09159 3.49892 -0.30533
19 H 2.32614 2.19678 -1.75437
20 H 1.47619 3.87280 -1.85236

ΔE to the lowest compared entry with this formula, charge and spin in kJ/mol: 307.7
HOMO energy in eV: -9.030
Orbital gap in Eh: 0.3675

Record 6
# C7H12O

The molecule C7H12O (wB97M-V/def2-TZVPD, the Open Molecules 2025 dataset).

Positions of all 20 atoms, in Å:
1 O -3.32307 0.53235 0.31366
2 C -2.57961 1.46814 0.13535
3 C -1.77017 1.55405 -1.17351
4 C -0.41529 0.98230 -0.73962
5 C -0.35408 -0.53197 -0.82831
6 C 2.59584 -1.47929 1.61542
7 C 1.86620 -0.96432 0.34803
8 C 0.54574 -1.08803 0.27258
9 H -2.31903 2.11428 0.99042
10 H -2.28233 0.88143 -1.85828
11 H -1.76279 2.55590 -1.58644
12 H -0.02171 1.34440 0.21315
13 H 0.32253 1.46876 -1.40565
14 H 0.01536 -0.83942 -1.81302
15 H -1.28037 -1.06494 -0.69231
16 H 3.60451 -1.72975 1.27535
17 H 2.58620 -0.77246 2.43043
18 H 2.11905 -2.44177 1.78637
19 H 2.41989 -0.37026 -0.35684
20 H 0.03315 -1.61942 1.07321

ΔE to the lowest compared entry with this formula, charge and spin in kJ/mol: 123.0
HOMO energy in eV: -9.368
Orbital gap in Eh: 0.3829

Record 7
# C7H12O

The molecule C7H12O (wB97M-V/def2-TZVPD, the Open Molecules 2025 dataset).

Positions of all 20 atoms, in Å:
1 O 1.42854 -0.36726 0.73558
2 C 1.57427 -1.98032 2.41407
3 C 1.20389 1.59473 -0.47260
4 C 0.82789 -1.08355 1.74550
5 C 0.65242 0.39974 -0.11712
6 C -1.75902 0.99319 -0.11755
7 C -0.70081 -0.18125 -2.13217
8 C -0.72096 -0.01669 -0.60711
9 H 1.22236 -2.59755 3.18913
10 H 2.63233 -2.05267 2.27193
11 H 0.70173 2.28912 -1.14799
12 H 2.17839 1.85057 -0.06605
13 H -0.22823 -1.00878 1.97319
14 H -2.77187 0.62426 -0.13871
15 H -1.52804 1.23928 0.91168
16 H -1.72253 1.89967 -0.73747
17 H -0.02401 -1.01780 -2.46253
18 H -1.72190 -0.34023 -2.51057
19 H -0.30848 0.72212 -2.60723
20 H -0.93595 -0.96658 -0.12398

ΔE to the lowest compared entry with this formula, charge and spin in kJ/mol: 152.7
HOMO energy in eV: -8.452
Orbital gap in Eh: 0.3483

Record 8
# C7H12O

The molecule C7H12O (wB97M-V/def2-TZVPD, the Open Molecules 2025 dataset).

Positions of all 20 atoms, in Å:
1 C 2.66278 0.38764 -0.08508
2 C 1.26359 -0.12542 0.00522
3 C 1.48462 -1.65431 0.05833
4 C -0.00695 0.46874 0.00330
5 C -0.13247 1.93651 -0.05637
6 C -1.22945 -0.17827 0.42928
7 C -2.11999 -1.00587 -0.31982
8 H 2.75628 1.40052 -0.65373
9 H 3.21109 0.47628 0.99196
10 H 3.20510 -0.57565 -0.73945
11 H 1.75645 -1.63541 -1.05282
12 H 2.73985 -1.76236 0.39452
13 H 0.72345 -2.33861 0.60728
14 H -0.05057 2.37666 1.00622
15 H -1.02269 2.52989 -0.60207
16 H 1.03842 2.17690 -0.38502
17 H -1.09341 -0.53896 1.51736
18 H -2.72644 -1.74776 0.33470
19 H -2.14087 -1.31615 -1.37004
20 O -2.49118 0.24757 -0.03227

ΔE to the lowest compared entry with this formula, charge and spin in kJ/mol: 542.0
HOMO energy in eV: -8.351
Orbital gap in Eh: 0.3377